C16H38O7 as an isolated structure in a non-equilibrium geometry, computed with ωB97M-V with the def2-TZVPD basis set.

```
61
C16H38O7, DFT ωB97M-V with the def2-TZVPD basis set
C -0.71642 4.58741 1.62409
C -1.23840 3.11193 1.70891
C -0.18981 2.44331 2.57279
O 0.39900 3.50215 3.24769
C 0.67399 4.55194 2.29966
H -1.36780 5.30111 2.12850
H -0.82416 4.88954 0.58236
H -1.24221 2.60582 0.74354
H -2.18908 2.91193 2.20318
H 0.55635 1.76279 2.16262
H -0.59579 1.75053 3.30991
H 1.58262 4.19756 1.81293
H 1.00134 5.52573 2.66393
C 0.94810 -3.97189 0.77399
C 1.01842 -5.40038 0.80482
C 2.14462 -5.64439 1.77141
O 3.04916 -4.62806 1.28033
C 2.28979 -3.39680 1.11104
H 0.35042 -3.55577 1.58500
H 0.56603 -3.43154 -0.09212
H 1.25338 -5.83742 -0.16569
H 0.07924 -5.85356 1.12206
H 2.42493 -6.69199 1.66146
H 1.96102 -5.33884 2.80147
H 2.79109 -2.81455 0.33787
H 2.17547 -2.72209 1.95946
C 0.19720 -0.97890 0.52649
C 1.25812 -1.32294 -0.56204
C 1.00901 -0.13262 -1.54588
O 0.94797 0.96568 -0.62984
C 0.50221 0.50547 0.70161
H 0.35488 -1.51391 1.46297
H -0.82527 -1.13976 0.18476
H 0.87791 -2.28509 -0.90528
H 2.28482 -1.48195 -0.23235
H 0.15749 -0.30369 -2.20448
H 1.82560 -0.11568 -2.26769
H -0.40612 1.05265 0.95384
H 1.36818 0.58262 1.35907
C -2.13159 1.02114 -1.45370
C -2.32316 1.98234 -2.56843
C -3.14917 1.05402 -3.46649
O -4.18599 0.72293 -2.52073
C -3.49723 0.48737 -1.26777
H -1.88718 1.45484 -0.48403
H -1.30837 0.34882 -1.69535
H -1.45144 2.47420 -3.00003
H -2.91621 2.79280 -2.14469
H -2.71664 0.17620 -3.94654
H -3.58114 1.60490 -4.30197
H -3.42159 -0.55170 -0.94726
H -4.13051 0.94287 -0.50648
O 3.09045 1.35738 -3.07234
H 2.90851 0.44442 -3.29512
H 3.17470 1.35953 -2.11886
O 2.74066 1.77909 -1.03103
H 2.46234 2.58141 -1.47270
H 1.93085 1.39984 -0.68955
O -2.19572 -1.94798 0.12515
H -2.37835 -1.01963 0.27018
H -1.48667 -2.15124 0.73521
```

Properties
Largest force on an atom = 9.335 eV/Å
LUMO energy = 0.00870 Ha
Multiplicity = 1
Highest occupied orbital energy = -9.34 eV
Calculated total energy = -1158.71548 a.u.
Frontier orbital gap = 0.3518 Ha

One molecule with the formula C6H10O in a non-equilibrium geometry, computed with ωB97M-V with the def2-TZVPD basis set.

```
17
C6H10O, DFT ωB97M-V with the def2-TZVPD basis set
C 0.97097 0.76700 -0.89260
C 0.67146 1.15726 0.55030
O -0.71273 1.28275 0.81936
C -1.47219 0.13978 0.45038
C -0.97219 -1.12207 1.06143
C 0.00619 -1.64745 0.31774
C 0.38995 -0.66323 -1.20211
H 2.05662 0.76406 -1.04413
H 0.58994 1.57915 -1.54330
H 1.12469 0.38035 1.17808
H 1.10638 2.12230 0.82162
H -2.52401 0.35903 0.59175
H -1.29788 -0.08364 -0.59281
H -1.38303 -1.48180 2.01328
H 0.51831 -2.54472 0.76467
H -0.40139 -0.46246 -1.98033
H 1.08893 -1.29673 -1.72462
```

Properties
Largest force on an atom = 1.683 eV/Å
LUMO energy = 0.04173 Ha
SMILES = C1=CCOCCC1
Multiplicity = 1
Highest occupied orbital energy = -9.45 eV
Calculated total energy = -309.73905 a.u.
Frontier orbital gap = 0.3889 Ha

A 8-piece molecular cluster, C34H89F6N7O10P overall in a non-equilibrium geometry, computed with ωB97M-V with the def2-TZVPD basis set.

```
147
C34H89F6N7O10P, DFT ωB97M-V with the def2-TZVPD basis set
P 0.53595 -1.35812 -0.32161
F -0.04604 -2.31399 0.85025
F -0.69649 -1.59638 -1.32062
F -0.48054 -0.22777 0.41109
F 1.20346 -0.19634 -1.23680
F 1.64625 -0.85714 0.79146
F 1.49083 -2.42931 -1.02934
C 5.34511 0.89737 -6.45956
O 4.38233 0.22352 -5.69360
C 4.85633 -0.37481 -4.50580
C 3.59222 -0.75371 -3.75855
N 3.79017 -1.52586 -2.52164
C 4.46300 -2.81393 -2.60283
C 3.59759 -3.90936 -3.24240
O 4.38154 -5.06884 -3.47514
C 3.95596 -5.90206 -4.54204
H 5.38975 1.96837 -6.26110
H 5.08576 0.80125 -7.52044
H 6.32898 0.41824 -6.45728
H 5.43085 0.30252 -3.86488
H 5.45029 -1.28700 -4.62137
H 2.97820 -1.35420 -4.44704
H 2.95172 0.09251 -3.51278
H 2.88842 -1.75684 -2.12978
H 4.62099 -3.00323 -1.53192
H 5.52003 -2.78734 -2.88087
H 3.16808 -3.61120 -4.20579
H 2.78915 -4.14756 -2.55651
H 4.04265 -5.31022 -5.46031
H 2.91592 -6.22734 -4.41412
H 4.61222 -6.76538 -4.45504
C -4.26548 5.72634 1.24777
O -3.48522 4.86455 0.45157
C -3.97359 4.63511 -0.85334
C -3.45795 3.24821 -1.26696
N -2.01021 3.26507 -1.39863
C -1.48674 1.91340 -1.77725
C -1.69930 1.58121 -3.26772
O -1.47698 2.73290 -4.05567
C -0.99781 2.48658 -5.37327
H -3.95518 5.79246 2.28416
H -5.28086 5.30342 1.26581
H -4.37937 6.72133 0.80465
H -3.46720 5.36395 -1.49653
H -5.06919 4.63253 -0.87985
H -3.99213 2.93897 -2.18178
H -3.72421 2.54269 -0.47801
H -1.80242 3.65673 -2.31568
H -1.89314 1.16557 -1.10452
H -0.40344 1.86486 -1.68069
H -2.75849 1.27359 -3.29663
H -1.07122 0.73034 -3.54194
H -1.79368 2.31778 -6.10451
H -0.32548 1.62515 -5.37560
H -0.44236 3.40240 -5.58640
C 1.81913 2.97661 -1.66455
O 0.83093 3.89631 -1.23733
C 0.92043 5.10307 -1.92982
C 0.38111 6.29742 -1.13081
N -1.04051 6.23356 -0.84856
C -1.44268 7.38983 -0.00584
C -1.05618 7.27817 1.47847
O -1.39853 6.03377 2.07538
C -1.37156 6.06168 3.46451
H 1.53031 2.54824 -2.62690
H 1.94269 2.16199 -0.95228
H 2.81355 3.43821 -1.68595
H 0.40568 5.11576 -2.90315
H 1.98425 5.34425 -2.07413
H 0.68071 7.16792 -1.74929
H 1.00723 6.44901 -0.24656
H -1.44076 6.57094 -1.72723
H -2.51208 7.58356 0.00630
H -0.85631 8.25189 -0.35807
H -1.51194 8.08201 2.07099
H 0.03406 7.34449 1.60264
H -1.73771 5.09521 3.80628
H -2.00886 6.85172 3.89743
H -0.37845 6.30498 3.87258
C -6.22513 -0.66655 -0.89679
C -5.05386 -0.31473 0.03449
C -5.13717 -1.23804 1.26113
O -3.92986 -1.17692 2.02609
C -3.07739 -2.31403 1.82955
N -3.81831 -0.41863 -0.75143
H -6.11465 -1.67610 -1.29377
H -6.30387 0.10105 -1.66355
H -7.13933 -0.65841 -0.29446
H -5.14253 0.73611 0.31420
H -5.33451 -2.28663 1.01681
H -5.89895 -0.89093 1.96407
H -3.71916 -3.19480 1.94253
H -2.30890 -2.34114 2.59461
H -2.65694 -2.27813 0.82522
H -3.83630 -1.32234 -1.20875
H -3.04659 -0.29352 -0.10104
C 0.21640 -2.63848 4.04346
C 1.72400 -2.77690 4.23058
C 2.05888 -3.79787 5.33261
O 1.56359 -3.33711 6.57243
C 1.42253 -4.25298 7.61554
N 2.40561 -3.15342 3.01806
H -0.21832 -2.60133 5.04555
H -0.20297 -3.49456 3.50932
H -0.05187 -1.74628 3.47815
H 2.15399 -1.85187 4.62323
H 3.13873 -3.98723 5.40785
H 1.65604 -4.81429 5.18259
H 0.67926 -5.02608 7.38031
H 1.16351 -3.68593 8.50537
H 2.36961 -4.78671 7.78655
H 2.22253 -4.11168 2.74075
H 1.89466 -2.59917 2.32867
C 0.96387 1.56193 2.67493
C -0.10401 2.30174 1.86184
C -1.48912 1.89681 2.35795
O -2.48606 2.71289 1.79598
C -3.76985 2.52608 2.34983
N 0.16247 3.74390 1.83600
H 1.92795 1.68798 2.18012
H 0.72143 0.49739 2.71997
H 1.08997 1.90460 3.70931
H 0.13263 1.95653 0.85601
H -1.51207 1.99225 3.45985
H -1.63730 0.82584 2.18473
H -3.92149 3.19072 3.21155
H -3.92457 1.51588 2.75253
H -4.42760 2.68869 1.49796
H 1.07745 3.88415 1.42866
H 0.13214 4.10649 2.78084
C 2.41988 -7.46031 -0.54655
C 1.76296 -6.26023 0.12380
C 1.44386 -6.40544 1.59029
O 0.57803 -7.54192 1.73256
C 1.20789 -8.54608 2.48266
N 2.65292 -5.12369 -0.16412
H 3.46813 -7.64216 -0.31911
H 2.35936 -7.30411 -1.63521
H 1.87746 -8.41402 -0.58814
H 0.79319 -6.09759 -0.36648
H 0.88017 -5.52822 1.91572
H 2.38035 -6.46359 2.15359
H 0.50649 -9.36501 2.64270
H 1.53824 -8.22744 3.48138
H 2.12952 -8.94071 2.03711
H 2.34645 -4.32430 0.37593
H 2.69298 -4.94505 -1.15076
```

Properties
Net charge = -1
Largest force on an atom = 5.084 eV/Å
LUMO energy = 0.09078 Ha
Multiplicity = 1
Highest occupied orbital energy = -5.29 eV
Calculated total energy = -3425.04812 a.u.
Frontier orbital gap = 0.2851 Ha

One molecule with the formula CHCl3O3 in a non-equilibrium geometry, computed with ωB97M-V with the def2-TZVPD basis set.

```
8
CHCl3O3, DFT ωB97M-V with the def2-TZVPD basis set
C 0.00894 0.02634 -0.09995
O -0.86171 -1.00969 -0.08334
O 0.61079 0.15390 1.28349
O -0.67063 1.18747 -0.31906
Cl -1.33425 -1.48130 -1.64655
Cl 1.08121 -1.32784 1.91762
Cl 0.31008 2.56857 -0.25283
H 0.85555 -0.11746 -0.79937
```

Properties
Largest force on an atom = 3.007 eV/Å
LUMO energy = -0.02720 Ha
SMILES = ClOC(OCl)OCl
Multiplicity = 1
Highest occupied orbital energy = -10.61 eV
Calculated total energy = -1644.79759 a.u.
Frontier orbital gap = 0.3626 Ha